Record 1
The following is a quantum chemistry calculation of a molecular structure, C32H58BGeIrN8O3SSi, from the Open Molecules 2025 dataset.

```
106
Properties=species:S:1:pos:R:3:forces:R:3
Ir 0.65764 0.14061 1.49879 -0.39 0.19 -0.57
C -0.41119 -3.17134 0.23704 -0.01 0.10 0.10
C -1.31230 -2.39812 1.14044 -0.03 0.11 0.17
C -2.61614 -2.69688 1.52126 -0.02 -0.09 -0.09
C -3.00155 -1.68621 2.38379 -0.17 -0.08 -0.03
N -1.99260 -0.82550 2.51740 0.24 -0.10 0.10
N -0.94217 -1.26005 1.76581 -0.02 -0.02 -0.23
B -1.89576 0.48116 3.36040 -0.02 -0.01 0.07
N -0.51909 0.45342 4.11176 0.19 0.06 0.00
C -0.35459 0.63190 5.41925 -0.07 0.03 0.20
C 0.98705 0.50269 5.73012 0.03 -0.06 0.10
C 1.63218 0.22530 4.53900 -0.10 0.02 -0.02
C 3.09353 -0.04045 4.39565 -0.07 0.14 0.01
N 0.70284 0.21250 3.54289 0.16 -0.02 -0.10
N -1.85415 1.69019 2.38241 0.16 -0.05 -0.12
C -2.71808 2.64848 2.02849 -0.12 0.05 0.08
C -2.09878 3.51029 1.14408 -0.03 0.09 -0.12
C -0.81870 2.99716 0.95282 0.02 -0.09 0.05
C 0.29982 3.54343 0.12373 -0.05 -0.14 0.10
N -0.69289 1.88681 1.70102 0.17 0.11 -0.13
N -2.98105 0.53720 4.38631 -0.09 -0.09 -0.32
C -3.81334 1.52221 4.84251 0.27 -0.07 -0.02
C -4.54398 1.00091 5.86654 -0.12 -0.04 0.20
C -4.09555 -0.33678 5.99899 -0.05 -0.23 0.21
C -4.55467 -1.36544 6.98916 0.05 0.08 -0.08
N -3.15341 -0.61372 5.11606 -0.23 0.39 -0.03
H -0.95704 -3.99867 -0.21009 -0.02 -0.01 0.02
H -0.02047 -2.54851 -0.57007 -0.03 -0.02 -0.01
H 0.43788 -3.57922 0.78693 0.01 0.01 0.00
H -3.19629 -3.55505 1.21913 0.05 0.09 0.04
H -3.92527 -1.54357 2.92322 0.12 0.02 -0.03
H -1.20071 0.82102 6.06332 0.07 -0.03 -0.09
H 1.44318 0.56957 6.70518 -0.05 -0.01 -0.08
H 3.47704 -0.37856 5.35595 -0.01 0.01 0.02
H 3.30427 -0.80910 3.66238 -0.01 0.02 0.04
H 3.63937 0.86817 4.13063 -0.02 -0.04 0.01
H -3.72251 2.67278 2.41661 0.06 -0.02 -0.01
H -2.51491 4.40279 0.70320 0.03 -0.08 0.05
H 0.01093 4.49964 -0.30753 -0.02 0.00 0.03
H 1.19133 3.70063 0.73481 -0.04 -0.01 -0.02
H 0.56449 2.87179 -0.69627 -0.04 0.01 0.00
H -3.80007 2.52755 4.45590 0.02 -0.07 0.00
H -5.29590 1.50245 6.45782 0.09 -0.06 -0.08
H -5.41440 -1.00316 7.54925 0.01 -0.01 -0.02
H -4.83084 -2.29346 6.48949 -0.01 0.03 -0.02
H -3.76121 -1.60165 7.69870 0.00 0.03 -0.01
C 5.39598 -1.29931 1.55357 -0.02 -0.06 0.00
Ge 3.51892 -1.57225 1.11631 0.11 0.01 0.06
C 3.32051 -2.18692 -0.71938 -0.04 0.05 -0.03
C 2.69750 -2.82518 2.38326 -0.07 -0.01 -0.05
C 2.70790 0.25854 1.25000 -0.04 -0.08 -0.05
H 5.92542 -2.24111 1.39104 0.03 0.09 0.03
H 5.51027 -1.01021 2.59925 0.05 -0.01 -0.06
H 5.83891 -0.53218 0.91819 0.01 -0.04 0.03
H 3.59467 -3.24323 -0.75590 -0.01 0.02 -0.07
H 3.99107 -1.63046 -1.37801 -0.06 -0.03 0.04
H 2.29955 -2.08266 -1.09549 0.14 -0.01 0.08
H 2.57210 -3.79416 1.89728 0.00 0.02 0.04
H 1.72403 -2.49020 2.75015 0.03 -0.08 0.00
H 3.35704 -2.96438 3.24075 -0.05 -0.04 -0.02
H 2.92834 0.78747 0.32128 0.03 0.01 0.05
H 3.10683 0.81774 2.09076 -0.02 0.03 0.05
C 0.05277 3.65729 -4.38447 -0.09 -0.02 0.02
C 1.26960 2.82874 -4.02197 0.06 0.00 -0.10
C 2.32632 3.65870 -3.32282 0.05 -0.01 0.08
C 1.83199 2.10734 -5.23393 -0.05 -0.11 0.02
O 0.82525 1.82877 -3.02180 -0.10 0.00 -0.01
Si 0.42726 0.29465 -3.05345 -0.11 0.02 -0.42
S 0.49539 0.07504 -0.70592 0.09 -0.12 0.93
O 1.53108 -0.73618 -3.51701 0.13 0.10 -0.04
C 1.54696 -1.98474 -4.31265 -0.11 -0.10 0.01
C 0.81268 -1.73849 -5.61965 0.00 0.13 0.01
C 0.87538 -3.06950 -3.49050 -0.09 0.01 0.09
C 3.01195 -2.28607 -4.54830 0.11 0.04 0.02
O -1.06118 -0.19666 -3.28448 -0.06 0.11 0.03
C -2.44333 0.19643 -2.96755 -0.04 0.03 0.04
C -3.16404 0.32454 -4.29512 0.06 -0.01 -0.11
C -3.00789 -0.93365 -2.12625 0.07 -0.09 0.07
C -2.45476 1.50717 -2.20046 0.12 0.04 0.01
H 0.33652 4.43561 -5.09525 -0.02 -0.04 0.04
H -0.36591 4.13845 -3.49796 0.01 -0.02 -0.04
H -0.71658 3.03583 -4.85215 0.05 0.05 0.03
H 2.65267 4.46741 -3.97801 0.00 -0.03 0.03
H 3.19510 3.04610 -3.07168 -0.05 0.04 -0.01
H 1.92364 4.09822 -2.40733 0.04 -0.01 -0.08
H 2.21129 2.83666 -5.95075 -0.03 -0.03 0.02
H 1.05253 1.52050 -5.73544 0.08 0.06 0.03
H 2.65170 1.44395 -4.94969 -0.03 0.05 -0.02
H -0.23289 -1.47342 -5.44313 0.06 -0.03 -0.01
H 0.83514 -2.64500 -6.22504 0.00 0.02 0.01
H 1.29776 -0.94132 -6.18821 -0.03 -0.06 0.03
H -0.15873 -2.79417 -3.25864 0.08 -0.04 -0.03
H 1.42369 -3.24164 -2.56106 -0.07 -0.03 -0.11
H 0.86158 -4.00327 -4.05373 0.00 0.02 0.02
H 3.48411 -1.47669 -5.10933 -0.02 -0.07 0.03
H 3.10881 -3.20809 -5.12468 0.00 0.05 0.03
H 3.53842 -2.41180 -3.59936 -0.05 -0.01 -0.10
H -3.07983 -0.60328 -4.86320 -0.03 0.04 0.02
H -2.73907 1.13844 -4.88774 -0.04 -0.05 0.03
H -4.22199 0.53452 -4.12856 0.06 0.00 0.00
H -2.96815 -1.87662 -2.67473 -0.01 0.04 0.03
H -4.04804 -0.72529 -1.86764 0.06 -0.02 -0.01
H -2.43573 -1.04406 -1.19637 -0.08 0.02 -0.08
H -1.98753 2.30963 -2.77650 -0.04 -0.05 0.05
H -1.92989 1.40563 -1.24290 -0.04 0.03 -0.03
H -3.48503 1.79357 -1.98191 0.05 -0.01 -0.02
```
Positions in Å, forces in eV/Å.

As for the spin multiplicity: 5. The calculation puts the electronic energy at -4811.3704 Eh. The gap between HOMO and LUMO (spin up / spin down) comes out at 0.2868 / 0.1801 Eh. The relative energy (zero: lowest compared OMol25 entry of this formula, charge and spin) is 0.0 kcal per mole. Its net charge is +2. For the HOMO energy (spin up / spin down), the calculation gives -13.64 / -13.64 eV. As for the expectation value of S²: 6.02.

Record 2
The following is a quantum chemistry calculation of 5 unconnected molecules or ions with the total composition C32H58BNO6 in a non-equilibrium geometry, from the Open Molecules 2025 dataset.

```
98
Properties=species:S:1:pos:R:3:forces:R:3
C 0.92692 1.75164 -4.82577 -1.08 -0.76 0.01
C 0.29915 3.26754 -4.69528 -0.47 -0.87 -1.75
N 1.23345 4.29729 -4.11057 2.32 -1.20 0.85
C 1.04252 4.52407 -2.63438 -0.60 -0.03 0.83
C 0.82100 3.18151 -1.72596 -0.10 -0.31 1.53
B 0.44566 3.68926 -0.17147 1.68 -0.98 -0.79
C 1.44478 3.54643 1.12503 -0.20 0.38 1.00
C 1.60174 2.01441 1.71104 -0.06 0.18 0.80
C 0.43019 0.97337 1.22748 -0.28 -0.28 0.68
O 2.97913 1.58540 1.40497 -1.61 -1.24 1.27
C 3.31738 0.30939 2.07594 1.26 -0.72 -0.98
C 3.69768 -0.74688 0.83612 0.93 -1.40 -1.81
C 2.75904 -2.04691 0.46369 4.41 1.49 -2.65
C 3.25329 -2.96246 -0.83076 1.98 3.21 0.91
C 4.62298 -2.57405 -1.70725 -1.12 2.34 3.20
C 5.53367 -1.27245 -1.27933 -3.41 -0.30 2.40
C 5.08313 -0.33554 -0.00562 -2.42 -3.72 -1.29
C 2.67210 4.10931 -4.51879 0.83 1.61 -5.99
C 3.90252 3.53955 -3.60221 0.25 -0.26 -0.84
O 2.98695 4.45902 -5.79662 -1.92 -2.33 7.61
H 1.17493 1.26731 -3.77066 -0.27 1.20 -2.28
H 1.82912 1.66878 -5.58196 -1.75 0.42 1.74
H 0.06800 1.06415 -5.28419 1.81 1.44 0.91
H -0.71200 3.22825 -4.09625 2.20 0.24 -0.98
H 0.00295 3.59126 -5.80502 0.73 -0.53 2.43
H 0.06598 5.19837 -2.51959 2.12 -1.40 -0.23
H 1.95282 5.14220 -2.19723 -1.85 -1.28 -1.05
H -0.10010 2.51180 -2.04595 1.80 1.48 0.27
H 1.75038 2.47738 -1.63029 -1.55 1.38 -0.60
H -0.59914 4.20857 -0.03276 -0.47 0.27 0.09
H 0.98210 4.18813 2.01948 1.12 -1.32 -1.89
H 2.50709 4.00831 0.87650 -2.01 -1.18 0.58
H 1.53325 2.05769 2.90208 -0.02 0.02 -2.44
H -0.61610 1.45174 1.54085 2.18 -1.00 -0.87
H 0.45815 0.68359 0.09403 -0.01 0.84 2.07
H 0.49090 -0.05370 1.83005 -0.04 2.26 -1.24
H 4.29974 0.50611 2.72500 -2.14 -0.50 -1.46
H 2.48202 -0.10151 2.78540 1.48 0.79 -1.51
H 1.79432 -2.26483 1.09079 2.13 0.37 -1.45
H 2.59328 -3.87783 -1.15212 1.56 2.00 0.66
H 4.95123 -3.21325 -2.64901 -0.89 1.45 2.33
H 6.49772 -0.93288 -1.87001 -2.26 -1.02 1.24
H 5.71672 0.61931 0.32195 -1.63 -2.39 -0.81
H 4.55801 4.44981 -3.25828 -1.41 -1.81 -0.41
H 4.59779 2.90357 -4.33559 -1.72 1.56 1.43
H 3.59493 2.80797 -2.74297 0.42 1.79 -1.49
C -2.27348 -0.55167 3.89076 0.16 0.32 -0.58
C -2.65834 -1.91956 4.39227 -0.46 -0.22 0.35
C -1.30884 -2.55517 4.64619 0.28 -0.34 0.01
O -0.41116 -1.49608 5.00625 -0.22 0.05 -0.15
C -1.04809 -0.24262 4.72273 0.14 0.13 0.41
H -3.06345 0.19542 4.00159 0.11 -0.05 -0.06
H -2.00068 -0.60838 2.83024 -0.12 0.10 0.22
H -3.21097 -1.82701 5.33466 0.03 -0.10 -0.09
H -3.27269 -2.48875 3.69005 0.09 0.03 0.08
H -0.91738 -3.03186 3.74127 -0.06 -0.09 -0.04
H -1.34009 -3.29953 5.44708 0.03 0.16 -0.12
H -1.32326 0.21588 5.67880 0.01 0.11 -0.03
H -0.34665 0.41923 4.20735 0.06 -0.08 0.06
C -5.36703 0.85083 -0.00337 -0.06 0.37 -0.55
C -5.75189 -0.51706 0.49814 -0.50 -0.29 0.32
C -4.40238 -1.15267 0.75207 0.37 -0.26 -0.08
O -3.50471 -0.09358 1.11212 -0.40 0.08 -0.30
C -4.14164 1.15988 0.82860 0.27 0.16 0.32
H -6.15700 1.59792 0.10746 0.12 -0.07 -0.01
H -5.09423 0.79412 -1.06389 -0.04 0.06 0.11
H -6.30452 -0.42451 1.44053 0.03 -0.06 -0.11
H -6.36624 -1.08625 -0.20408 0.09 0.04 0.10
H -4.01093 -1.62936 -0.15286 -0.07 -0.09 0.01
H -4.43364 -1.89703 1.55295 0.11 0.10 -0.03
H -4.41681 1.61838 1.78468 -0.02 0.10 -0.03
H -3.44019 1.82173 0.31322 0.04 -0.10 0.09
C 0.67946 -5.95479 8.66253 0.12 -0.65 -0.05
C 1.29279 -4.64385 8.24300 0.40 0.42 0.22
C 0.23002 -4.07518 7.32825 -0.11 0.20 -0.29
O -1.03227 -4.56364 7.80277 0.28 -0.16 0.12
C -0.78784 -5.59979 8.76396 -0.41 0.12 0.15
H 1.08730 -6.35232 9.59533 -0.08 0.03 -0.10
H 0.82937 -6.70342 7.87550 -0.02 0.04 0.12
H 1.41776 -3.99593 9.11859 0.03 -0.04 -0.11
H 2.26460 -4.74933 7.75414 -0.13 0.04 0.04
H 0.35997 -4.42877 6.29992 0.13 0.06 0.00
H 0.22306 -2.98139 7.32289 -0.11 -0.12 -0.08
H -1.03166 -5.20060 9.75453 0.00 -0.10 0.04
H -1.44122 -6.45276 8.56093 -0.02 0.15 -0.03
C -2.47544 0.49904 -8.69441 -0.59 0.08 0.26
C -1.37192 1.31809 -9.31258 0.19 0.21 -0.59
C -0.23089 1.09451 -8.34423 0.32 0.08 0.29
O -0.40889 -0.21485 -7.78654 -0.28 0.17 -0.16
C -1.71681 -0.68640 -8.13901 0.21 -0.40 0.04
H -3.25790 0.21124 -9.40110 0.08 0.01 0.10
H -2.94130 1.06127 -7.87636 0.00 -0.08 -0.09
H -1.11283 0.90881 -10.29616 -0.01 0.09 0.09
H -1.62488 2.37400 -9.43741 0.07 -0.12 0.02
H -0.26152 1.81556 -7.52051 0.05 0.09 -0.08
H 0.74809 1.15868 -8.82792 -0.06 -0.08 0.14
H -1.59672 -1.46991 -8.89514 -0.11 -0.03 0.02
H -2.20143 -1.12077 -7.26028 0.15 0.01 -0.03
```
Positions in Å, forces in eV/Å.

The calculation puts the electronic energy at -1784.5586 Eh. The SMILES is CCN(CCBC[C@@H](C)OCc1ccccc1)C(C)=O.C1CCOC1.C1CCOC1.C1CCOC1.C1CCOC1. The gap between HOMO and LUMO comes out at 0.3169 Eh. Its net charge is 0. For the HOMO energy, the calculation gives -8.37 eV.

Question: Among the records above, which one has the lowest electronic energy?
Answer: C32H58BGeIrN8O3SSi

Question: The lowest net charge belongs to which entry?
Answer: C32H58BNO6

Question: Which value of net charge does entry 2 give?
Answer: 0